(1)
170
Properties=species:S:1:pos:R:3:mulliken_charge:R:1 method="wB97M-V/def2-TZVPD" max_force_ev_per_a=5.03 charge=+3 orbital_gap_ev=1.242 homo_energy_ha=-0.4756 lumo_ha=-0.4300
H -14.84330 -18.17939 7.28956 0.31
H -13.58767 -27.07340 0.46860 0.36
H -14.91366 -27.47788 9.68125 0.41
H -13.56354 -22.10482 -4.70406 0.21
N -13.43612 -34.76353 -8.43291 -0.72
C -12.95748 -26.16227 8.45724 -0.86
H -14.69303 -21.11649 -2.87130 0.25
H -5.17674 -25.49621 -5.86925 0.31
O -15.41012 -22.09808 -6.44612 -0.34
N -5.42206 -21.87488 0.33475 -0.69
C -18.38447 -32.67241 6.53719 0.35
H -18.89554 -35.13984 0.53170 0.28
N -17.56219 -31.86017 5.68380 -0.71
C -9.80090 -27.02860 2.29951 -0.01
H -9.55981 -25.96652 2.34384 0.29
H -4.71456 -32.61766 6.25313 0.30
H -16.81931 -35.70936 1.43216 0.28
H -16.62885 -22.44178 -4.78148 0.36
H -15.75453 -20.43404 3.67100 0.33
C -15.52853 -34.30183 -7.22166 -1.45
N -16.45983 -34.77767 1.58322 -0.54
H -1.88855 -31.18019 3.60860 0.43
C -3.25218 -29.03290 3.08027 -0.74
H -3.01277 -33.95980 5.85767 0.40
H -16.96152 -32.87049 0.84960 0.23
C -17.15812 -33.92698 0.66725 0.33
C -13.91045 -27.09694 7.78812 0.21
H -12.54297 -32.53803 -7.19748 0.32
C -14.19384 -33.68025 -7.75705 0.48
H -17.64496 -31.92137 8.37430 0.31
C -6.22470 -20.79540 -0.28220 0.44
H -21.09503 -34.04998 0.00545 0.32
C -21.66852 -31.17324 5.78321 -0.83
H -5.34221 -25.44942 -7.63935 0.32
H -8.21014 -21.45272 -0.06610 0.36
H -3.84597 -29.52418 2.30945 0.34
H -13.48031 -28.93903 8.41285 0.27
H -16.29280 -33.59986 -6.88821 0.36
H -17.99736 -21.95343 4.21792 0.29
H -14.54563 -21.66688 3.83559 0.32
C -13.40965 -32.94054 -6.67312 -0.70
H -15.91952 -27.94761 8.27876 0.47
H -6.66248 -20.36069 -2.48858 0.36
C -18.67464 -34.09656 0.75727 -0.51
H -19.07913 -33.75897 1.71149 0.36
H -13.53040 -24.38125 -3.75231 0.38
H -16.04719 -21.00467 7.34719 0.43
H -8.91053 -20.10794 3.40810 0.26
H -5.09594 -20.95493 -2.16061 0.35
H -8.78017 -26.86250 -6.31279 0.31
N -17.73292 -21.60179 5.12703 -0.68
H -13.60459 -28.26051 1.89458 0.30
H -15.44598 -34.34294 -0.83366 0.37
O -20.47557 -31.87976 5.58939 -0.27
C -16.30647 -21.74265 5.27170 0.29
H -16.02634 -22.17809 3.11872 0.38
H -12.43308 -28.24363 0.65535 0.30
H -5.44080 -21.70271 1.32978 0.27
C -12.21598 -26.60199 2.05348 -0.33
C -2.93031 -31.20728 3.92812 -0.82
C -11.00789 -24.95012 8.00739 -0.86
O -11.14269 -27.26327 2.75395 -0.27
H -15.92748 -20.92188 -4.93327 0.36
C -6.14967 -28.00582 -6.24723 -0.75
H -16.76973 -35.32938 -0.86428 0.34
H -18.45530 -33.52115 5.85695 0.43
H -1.98349 -33.73429 4.35735 0.39
H -10.92411 -24.73118 9.07188 0.37
H -11.48274 -24.02737 7.67400 0.34
C -2.93001 -33.53193 4.85858 -1.32
H -16.00948 -34.94879 -7.95530 0.40
C -14.35429 -23.98825 -4.34802 -1.45
H -7.92706 -26.76847 -4.94090 0.24
C -15.19126 -27.23006 8.65674 -1.47
H -3.83409 -28.14023 3.30969 0.22
C -20.64240 -33.06066 0.07240 -0.72
H -2.46367 -31.66292 5.93271 0.28
O -13.94537 -31.89974 -5.71067 -0.31
C -6.12933 -21.04133 -1.82483 -1.32
H -5.71530 -30.66691 -6.13887 0.29
H -16.45470 -33.08256 7.61128 0.33
O -9.17182 -27.54743 3.42971 -0.53
C -14.54651 -22.43036 -4.36360 0.57
H -15.28807 -24.32893 -3.90070 0.38
H -9.51840 -19.55664 1.88060 0.30
H -15.45377 -34.77452 1.67237 0.26
H -5.59609 -19.93294 -0.06061 0.27
H -7.46177 -30.96736 -6.09843 0.25
H -3.59837 -31.58265 3.15293 0.43
C -3.12111 -32.06942 5.16418 0.06
H -17.21423 -21.39978 -7.29548 0.33
C -17.49903 -32.84423 7.81295 -1.36
C -9.27586 -27.44016 0.83619 0.85
H -5.79993 -22.80482 0.22279 0.21
C -6.82613 -26.63848 -6.59980 0.30
F -8.19421 -26.77554 0.47026 -0.28
N -8.02898 -26.36186 -5.85981 -0.61
O -11.72303 -26.14463 7.65709 -0.20
H -16.82757 -33.75342 -1.63622 0.34
C -16.53136 -22.24801 -7.34340 -0.78
H -5.10640 -32.11872 4.86969 0.28
C -15.66614 -20.83852 6.33959 -0.69
H -17.06620 -32.52044 5.10230 0.26
H -17.09951 -23.17227 -7.23834 0.32
H -7.17000 -26.89753 -7.60116 0.29
C -8.90765 -20.33291 2.34157 -0.70
C -15.84653 -18.53065 7.04823 -0.79
N -4.50954 -31.84420 5.63682 -0.56
H -13.85463 -22.51649 -2.40695 0.24
C -19.80105 -32.11492 6.76401 -0.82
H -15.53449 -26.19846 8.73482 0.39
H -18.14303 -31.46560 4.95783 0.27
H -12.73898 -26.70409 9.37747 0.31
H -12.54229 -34.40940 -8.74232 0.28
C -13.03803 -27.57343 1.26607 -1.06
H -12.83945 -26.24879 2.87483 0.38
H -11.99571 -25.75159 1.40818 0.32
H -12.35729 -30.70309 -5.88245 0.30
C -16.52865 -34.27526 -0.72715 -1.35
H -9.96076 -24.93674 7.70499 0.21
H -21.59696 -30.23282 6.32966 0.33
N -13.41989 -28.42244 7.54705 -0.49
O -7.08622 -29.11061 -6.45891 -0.29
H -22.35166 -30.92886 4.96977 0.29
H -3.75598 -34.01132 4.33318 0.37
H -16.25420 -17.58052 6.70303 0.27
C -6.67023 -30.29501 -5.76751 -0.70
H -14.59824 -21.04265 6.41722 0.31
H -14.27889 -24.35967 -5.37001 0.32
C -15.62194 -21.49781 3.86825 -1.29
H -13.46403 -30.41312 -4.44372 0.22
Zn -10.64566 -29.02399 6.14627 0.50
H -22.31428 -31.75740 6.43883 0.33
C -5.88455 -25.41738 -6.69439 -1.29
H -5.23844 -28.12787 -6.83278 0.38
O -19.28690 -33.32194 -0.26649 -0.32
C -7.61404 -20.62990 0.32851 -0.76
H -14.21973 -28.78124 7.04544 0.27
H -14.50529 -32.91481 -8.46782 0.30
H -6.77225 -30.14435 -4.69281 0.30
C -12.98542 -31.13629 -5.10406 -0.66
H -13.16089 -35.38356 -7.68462 0.27
H -16.28938 -18.82244 8.00051 0.31
C -15.70136 -21.97330 -5.11072 -0.58
H -13.34083 -25.17649 8.72065 0.47
F -10.09635 -27.15281 -0.15609 -0.25
O -3.25080 -29.82034 4.26031 -0.28
H -20.42438 -32.74262 7.40084 0.42
H -16.06258 -22.18789 -8.32560 0.26
H -6.32560 -22.08553 -2.06819 0.30
H -17.74608 -20.59707 5.02476 0.33
Sr -5.29861 -28.13648 7.23484 1.80
O -15.89492 -19.49603 5.96509 -0.31
H -14.16558 -26.79804 6.77143 0.32
H -16.03542 -22.76390 5.53940 0.23
H -20.81323 -32.49503 0.98836 0.26
O -7.61778 -20.36694 1.74824 -0.31
H -8.17887 -19.80189 -0.09980 0.38
H -19.59817 -31.24493 7.38854 0.36
H -12.36393 -31.70791 -4.41479 0.29
H -21.19405 -32.54042 -0.71064 0.28
H -12.92195 -33.71455 -6.08052 0.30
H -15.54105 -34.96893 -6.35973 0.34
H -2.29837 -28.88287 2.57447 0.31
F -8.92201 -28.66768 0.60269 -0.28
N -14.61650 -22.12129 -2.93938 -0.61
H -9.46274 -21.24763 2.13357 0.27
H -5.96616 -28.03096 -5.17308 0.36
H -17.85598 -33.61597 8.49493 0.35
H -6.43618 -24.48557 -6.56969 0.38

***

(2)
59
Properties=species:S:1:pos:R:3:nbo_charge:R:1 method="wB97M-V/def2-TZVPD" s2=0.76 max_force_ev_per_a=0.39 charge=+3 orbital_gap_ev="6.936 / 7.295" e_above_lowest_kcal_mol=11.12 spin_multiplicity=2 homo_energy_ha="-0.6524 / -0.6516" lumo_ha="-0.3975 / -0.3835"
H -0.02721 -0.71684 -3.98872 0.27
C -2.38437 2.73643 -2.73080 -0.72
H 1.55931 -0.20867 3.72974 0.26
H -3.01003 1.86341 -2.89222 0.26
H 3.16910 -3.21196 -0.86993 0.26
O -1.38754 1.30079 -1.16979 -0.63
H 0.11790 -1.08005 3.25195 0.21
C -0.24395 3.35332 -1.44879 -0.28
C -0.25307 4.62710 -2.03659 -0.09
H -1.36213 -2.04848 0.47599 0.45
H -0.46085 -6.10817 2.63089 0.26
H 0.63392 1.92378 2.96690 0.24
H -3.00418 3.55202 -2.34910 0.28
N 1.25327 -0.42521 1.62140 -0.81
H -1.17133 2.14327 1.75619 0.43
H 1.69157 -3.36434 -2.64768 0.44
C 0.10226 -5.48419 1.95116 -0.21
H 2.50158 5.97631 -0.61936 0.26
C -1.31243 2.41493 -1.75088 0.65
H 1.35779 -7.05937 1.20036 0.26
H 2.60976 -5.52421 -0.30712 0.25
H 0.67632 -2.31234 -4.34236 0.26
C 0.72093 5.56308 -1.74363 -0.18
C 0.63684 -1.74573 -2.26104 0.75
H 2.26577 -1.86473 -0.20448 0.20
H -0.92913 -2.18454 -3.60813 0.27
N 1.47647 -2.68795 -1.92502 -0.49
C 2.16673 -2.85394 -0.64260 -0.26
O 0.94277 1.83612 0.06667 -0.58
C 1.77960 3.99636 -0.24874 -0.25
O 0.25800 -0.81303 -1.46476 -0.72
H -2.42448 -0.97172 -0.17394 0.42
C 0.80610 3.06177 -0.54811 0.37
H -2.67911 0.78128 3.20924 0.25
C 0.07000 -1.74293 -3.64153 -0.70
H 2.57324 3.73416 0.43794 0.25
C -0.16604 -4.12765 1.86890 0.04
H -1.03830 4.88901 -2.73097 0.25
C 1.10883 -6.00755 1.15741 -0.10
N -1.71777 -1.09092 0.55403 -0.82
H -1.96189 3.07052 -3.67840 0.27
N -1.01087 1.15069 1.92510 -0.58
Re -0.12989 0.33609 0.15079 1.70
C 1.80254 -5.15217 0.31078 -0.22
H 0.68992 6.53796 -2.20977 0.26
H -1.75409 -1.45457 2.62147 0.22
C 1.73599 5.24740 -0.85003 -0.10
C -0.03920 1.07194 3.07109 -0.25
H -0.56681 1.17451 4.01923 0.25
N 0.48470 -3.29210 1.05011 -0.56
C 0.74243 -0.22247 3.00911 -0.25
H 1.40424 -1.43039 1.49692 0.45
C -2.35068 -0.90889 1.89484 -0.24
C 1.45631 -3.81222 0.28417 0.17
H -3.06271 1.07998 1.51201 0.23
H 2.14434 0.05704 1.50753 0.42
H -3.35599 -1.32685 1.91174 0.26
H -0.93604 -3.69376 2.49938 0.19
C -2.36976 0.57338 2.18505 -0.24

***

(3)
75
Properties=species:S:1:pos:R:3:mulliken_charge:R:1 method="wB97M-V/def2-TZVPD" s2=0.81 max_force_ev_per_a=3.00 charge=-1 orbital_gap_ev="6.045 / 5.192" e_above_lowest_kcal_mol=35.14 spin_multiplicity=2 homo_energy_ha="-0.1305 / -0.0991" lumo_ha="0.0917 / 0.0917"
C -0.08730 4.08340 -1.00560 0.34
H -3.25880 -1.05230 1.63020 0.39
H 8.10340 2.45670 3.03920 0.22
H -4.03610 0.11340 -5.09210 0.36
C 1.58870 0.05330 1.66050 0.61
H -3.23180 3.77060 -1.89570 0.13
H -5.19420 -2.37820 2.42610 0.38
O 1.82510 2.42590 0.58620 -0.48
H -5.39970 4.84030 2.17610 0.39
N 0.35330 0.52830 1.90260 0.55
C 6.68020 1.59810 1.86970 1.19
C -4.38270 0.06920 0.21650 0.36
N 1.84320 -0.00840 0.32420 -0.95
C -5.32310 -1.63620 1.64830 -0.50
C -3.12980 2.71550 0.81230 0.87
H 6.13970 3.62970 2.31150 0.27
C -3.36050 1.65520 -2.14290 0.73
H -7.71230 -0.31250 -0.33400 0.38
H -0.99400 1.09760 3.36970 0.55
H -5.77040 0.98590 -1.11270 0.37
H -0.01480 7.24030 1.04230 0.42
C 5.01300 0.30030 0.71150 -0.43
H -3.81600 4.28450 -4.23410 0.38
C 2.15210 -0.03510 3.84870 -0.44
H 2.08900 5.96030 0.47330 0.39
C -3.97660 2.23250 -4.80920 -0.45
H -5.22920 3.01440 0.54630 0.38
H -3.41070 5.54460 3.46320 0.34
C -2.10730 4.15780 2.46800 -0.70
C -3.32850 4.76390 2.71680 -0.90
C -4.44490 4.36150 2.00140 -0.68
H -4.21160 2.45930 -5.84140 0.35
C -2.01510 3.16030 1.51350 0.00
S -0.15070 2.56770 -1.81580 -0.45
C -3.44300 2.96950 -2.58750 0.18
H -1.04180 2.69880 1.30050 0.43
H -7.43310 -1.99810 1.45280 0.35
C 6.25850 0.39580 1.29740 -0.85
C -4.34410 3.34110 1.07230 -0.15
C -2.49760 6.66420 -0.11700 -1.33
C -6.73660 -0.48190 0.10410 -0.74
H -2.88400 6.66130 0.89940 0.20
H 0.61140 0.53860 5.24060 0.38
N 1.10760 4.55400 -0.62180 -0.38
H 8.39070 0.83950 2.65430 0.22
H -3.50180 -0.39080 -2.74010 0.38
O -1.54810 0.48620 -0.15250 -1.19
C 4.18180 1.40240 0.71060 -0.33
V 0.14310 1.23950 0.07990 0.15
C -5.64690 0.25210 -0.32910 -0.31
H 3.87750 3.42000 1.27540 0.56
C -3.75450 3.25610 -3.90430 -0.65
H -1.22240 4.45620 3.01800 0.46
C -0.00090 0.70380 3.18330 -0.21
N 2.51620 -0.19830 2.56440 -0.40
H -3.22530 6.18340 -0.76270 0.20
C 0.89250 0.40750 4.20690 -0.77
C -6.57970 -1.42900 1.10220 -0.42
C -3.57670 0.63730 -3.06660 -0.29
C -1.20910 5.90090 -0.18290 0.99
C -3.87880 0.91850 -4.38670 -0.63
O 2.80380 1.42120 -1.48230 -0.74
N 7.96730 1.71040 2.37610 -0.58
H 6.90930 -0.46610 1.31710 0.26
H 4.65520 -0.61730 0.27110 0.47
C 5.82330 2.69940 1.86090 -0.82
C 1.11270 5.64210 0.11490 -0.16
N -1.23180 4.76430 -0.85290 0.04
C -4.24030 -0.89270 1.20750 -0.57
H 2.93350 -0.23530 4.57060 0.39
Si -2.94500 1.19540 -0.34100 -0.29
C -0.03670 6.36120 0.41580 -1.06
C 4.57380 2.59550 1.28390 -0.34
H -2.34960 7.69660 -0.42990 0.46
S 2.57710 1.35550 -0.07200 1.74

***

(4)
79
Properties=species:S:1:pos:R:3:mulliken_charge:R:1 method="wB97M-V/def2-TZVPD" max_force_ev_per_a=4.01 charge=+4 orbital_gap_ev="3.728 / 4.267" homo_energy_ha="-0.6330 / -0.6350" lumo_ha="-0.4960 / -0.4782"
C -1.74467 -1.61717 -1.89492 -0.10
C -1.14578 2.25587 3.07322 -0.94
H -0.77747 0.70478 -4.96483 0.49
H -3.19796 1.56543 -5.21828 0.36
H 0.94891 -3.42699 0.31913 0.39
C -3.07134 0.47624 3.78663 -0.99
H 5.62044 -2.60029 -4.35406 0.39
H 5.78437 -2.28782 0.73848 0.39
C 4.88368 -1.85053 1.19072 -1.43
H 0.47700 -3.78472 -4.92323 0.37
H -3.33096 -0.44635 -1.04572 0.45
N -6.82610 5.39152 -5.70940 0.05
C 3.73946 -1.70659 0.16748 0.01
H -0.28938 -2.28973 0.84633 0.21
H -3.82123 -0.23272 3.41358 0.37
H 1.43636 1.53170 -3.92670 0.85
H 6.60806 -1.70169 -3.19120 0.40
H 5.17511 -0.90727 1.67025 0.38
C -0.08846 -3.09876 0.12096 -0.26
H 4.57689 -2.51618 2.01278 0.40
C -3.78028 3.07566 -3.80892 -0.12
H -1.17512 -4.90615 -0.57982 0.26
C 0.12185 -3.68332 -2.77287 -0.57
H 3.49980 -1.63038 -3.48292 0.26
H -2.61183 0.06007 4.69778 0.40
H 4.69020 -0.32058 -3.70626 0.49
H -0.50130 2.11870 3.94531 0.41
C 4.46896 -1.22189 -3.10016 -0.24
C -0.13299 -3.21749 -4.20551 -1.13
H 0.06591 -2.14956 -4.35810 0.21
C -6.40888 5.69312 -4.48908 -0.37
H -2.84806 -1.77402 0.00008 0.44
P -0.08771 -2.33288 -1.56143 0.64
H -0.70067 3.13304 -0.56475 0.61
H -0.58442 2.75208 2.27507 0.24
H -1.57639 -0.82555 -2.64460 -0.10
H -6.80937 6.59370 -4.02246 0.41
H -3.55506 1.44703 3.97442 0.40
C -0.73130 1.18609 -3.97579 -0.21
H 6.28263 1.23137 -0.69811 0.38
H 3.39370 -2.69212 -0.17138 0.36
C 5.64284 -2.20920 -3.32228 -1.35
H -0.55953 -4.52091 -2.53954 0.37
H -1.83992 -0.32655 -0.11851 -0.06
H -1.99556 2.88231 3.35151 0.48
H 2.87342 -1.20073 0.61770 0.24
H -3.48919 3.61411 -2.89021 0.39
Br 0.82790 0.77837 0.55673 -0.37
H 5.63508 -3.06844 -2.64081 0.35
H 1.14559 -4.09141 -2.66500 0.43
H -6.79664 4.14095 -7.31811 0.43
H 3.38135 1.54751 -1.81800 0.29
H -5.13352 5.23015 -2.83950 0.41
H -2.93256 2.14215 -1.51961 0.77
C -5.46290 3.41903 -5.71830 -0.29
C 4.10515 1.12946 -1.08001 -0.29
H 5.81457 1.74335 -2.33121 0.35
C -3.05002 1.99664 -4.22170 -1.26
C -1.95332 2.04693 -2.02717 -0.07
H -5.19960 2.51670 -6.26210 0.41
C 5.50435 1.75056 -1.27761 -1.39
C -1.07379 -4.27062 0.31267 -1.14
C -0.72364 2.44972 -1.42909 -0.91
C -5.45290 4.91219 -3.83395 -0.47
P 4.07109 -0.69299 -1.33611 0.25
H -2.36221 -2.38410 -2.38962 0.61
C -1.93072 1.62517 -3.39112 0.62
C -6.38728 4.28946 -6.31669 -0.45
H 3.69147 1.36051 -0.08373 0.42
S -1.81141 0.68720 2.50947 0.54
C 0.40896 1.92467 -1.98607 -0.18
H -2.07462 -3.90774 0.59512 0.30
C -2.46697 -1.01915 -0.69443 -1.18
C 0.50168 1.57029 -3.34235 -1.02
H 5.47746 2.79963 -0.95247 0.41
C -4.89542 3.76700 -4.46628 0.70
H -0.70209 -4.90731 1.12896 0.42
Sn 1.60850 -0.35368 -1.91163 0.32
H -1.18691 -3.37365 -4.47012 0.37